No. 1
Here is a cluster of 8 separate species, C30H75NO8 in total at a distorted geometry from the Open Molecules 2025 dataset. Energies are from wB97M-V/def2-TZVPD.

The geometry in XYZ format:
```
114
C30H75NO8 wB97M-V/def2-TZVPD
C -2.49392 -21.91466 -10.50917
C -3.53186 -20.82334 -10.61567
C -4.92940 -21.41619 -10.46223
C -3.22202 -19.83109 -9.47197
C -3.74771 -18.33982 -9.58634
C -3.35416 -17.73426 -10.91004
C -3.82810 -18.73582 -12.09065
C -5.31744 -18.60723 -12.38079
C -3.07218 -18.29450 -13.38811
N -3.33924 -20.07537 -11.81469
O -3.70745 -21.01077 -12.89482
H -2.66864 -22.34344 -9.50232
H -2.51244 -22.68837 -11.31806
H -1.52799 -21.39868 -10.44034
H -5.18295 -22.15594 -11.27815
H -5.00651 -21.92763 -9.53262
H -5.67407 -20.63486 -10.51823
H -3.53641 -20.33851 -8.52927
H -2.15032 -19.72642 -9.26296
H -4.77440 -18.19553 -9.28037
H -3.22132 -17.80579 -8.75557
H -2.27334 -17.59100 -10.86001
H -3.75061 -16.74043 -10.96350
H -5.63723 -19.41741 -13.02754
H -5.49331 -17.67815 -12.83982
H -5.86394 -18.68094 -11.46764
H -3.30138 -17.36282 -13.96885
H -3.14703 -19.13079 -14.11173
H -2.00216 -18.14899 -13.08490
H -2.93642 -20.90778 -13.44691
C -10.12136 -19.60581 -7.82482
C -9.30750 -19.27488 -9.08419
C -10.18971 -19.06358 -10.31600
O -8.59802 -18.04061 -8.89741
H -9.55473 -19.69661 -6.94873
H -10.54710 -20.63210 -8.00786
H -10.99643 -18.89899 -7.85587
H -8.59212 -20.04889 -9.37459
H -9.65596 -19.30658 -11.20583
H -10.40815 -17.97162 -10.37800
H -11.04688 -19.76012 -10.31669
H -7.85302 -18.21399 -8.26934
C -9.22969 -14.88622 -10.99836
C -7.83426 -14.66500 -10.67941
C -7.40946 -13.30105 -11.26077
O -7.60171 -14.59657 -9.26862
H -10.05744 -14.23310 -10.45876
H -9.67941 -15.89016 -10.69273
H -9.29707 -14.81092 -12.07560
H -7.24640 -15.42881 -11.17310
H -6.32351 -13.38916 -11.01639
H -8.00672 -12.48515 -10.90665
H -7.57016 -13.40510 -12.31412
H -7.98038 -15.29432 -8.80661
C -14.26927 -14.15204 -4.67802
C -13.94900 -14.09926 -6.16778
C -13.74810 -12.66937 -6.59441
O -12.75354 -14.77883 -6.48565
H -13.41280 -13.70737 -4.14679
H -14.40422 -15.19830 -4.16996
H -15.15546 -13.62719 -4.46251
H -14.72982 -14.57428 -6.74867
H -13.39810 -12.79010 -7.61340
H -13.03449 -12.13430 -5.92540
H -14.68039 -12.08529 -6.55194
H -12.76717 -15.66662 -6.24608
C -3.44255 -13.95854 -10.35604
C -3.71145 -14.82257 -9.12337
C -3.69503 -14.06752 -7.78493
O -4.93511 -15.47593 -9.25695
H -3.61613 -14.50774 -11.25892
H -2.39528 -13.75703 -10.45876
H -4.05032 -13.04537 -10.42181
H -2.93533 -15.56320 -9.12304
H -2.87898 -13.33158 -7.68526
H -3.75360 -14.71782 -6.92544
H -4.56814 -13.42804 -7.74979
H -5.62114 -14.83977 -8.95407
C -3.66811 -22.64036 -4.12496
C -3.18559 -22.13462 -5.51651
C -2.38867 -23.17402 -6.24091
O -4.20534 -21.64027 -6.37802
H -2.79772 -22.93097 -3.56018
H -4.19157 -23.61310 -4.14712
H -4.30795 -21.90183 -3.58177
H -2.53669 -21.20749 -5.27440
H -2.06822 -22.77602 -7.17956
H -2.92778 -24.10402 -6.38752
H -1.43684 -23.51009 -5.69425
H -5.06938 -21.57805 -5.87719
C -2.68242 -15.83817 -2.70625
C -2.28729 -16.98196 -3.71903
C -0.78424 -17.16855 -3.79429
O -3.06818 -18.14707 -3.41709
H -2.50343 -14.82304 -3.07545
H -2.06677 -15.98817 -1.79416
H -3.79658 -15.92056 -2.43152
H -2.62882 -16.53874 -4.65525
H -0.52680 -17.89720 -4.49952
H -0.42782 -17.39587 -2.73936
H -0.27537 -16.24040 -4.07101
H -2.48859 -18.82566 -3.72980
C -7.36058 -17.49919 -5.80587
C -6.13541 -17.93608 -6.64464
C -4.82804 -17.83112 -5.82434
O -6.27439 -19.26642 -7.02252
H -7.44477 -18.10823 -4.91724
H -8.26929 -17.40249 -6.42333
H -7.09120 -16.43338 -5.60555
H -5.94967 -17.26265 -7.52123
H -4.72729 -17.02842 -5.16013
H -3.90150 -17.84698 -6.45296
H -4.75758 -18.73561 -5.17951
H -5.39096 -19.73427 -7.08993
```

## Properties
energy above the lowest of the compared OMol25 structures with the same formula, charge and spin = 267.6 kJ/mol
HOMO energy = -8.2 eV
electronic energy = -1844.5301 a.u.
LUMO = 0.4907 eV
gap between HOMO and LUMO = 8.7355 eV



No. 2
Here is a cluster of 10 separate species, C30H75O37P7 in total at a distorted geometry from the Open Molecules 2025 dataset. Energies are from wB97M-V/def2-TZVPD.

The geometry in XYZ format:
```
149
C30H75O37P7 wB97M-V/def2-TZVPD
C 12.61798 18.97360 16.14751
O 11.95241 19.43475 14.88438
P 11.48709 20.94252 14.93216
O 11.30544 21.57204 16.24475
O 12.79550 21.65654 14.21594
C 12.77576 23.11247 14.11858
O 10.31289 21.10391 13.89214
C 10.16099 20.42407 12.63796
H 12.04958 19.25504 16.99894
H 13.62487 19.43118 16.28158
H 12.70306 17.90968 16.10581
H 12.32097 23.55028 15.00769
H 12.09794 23.50564 13.33262
H 13.80541 23.41358 13.94496
H 10.27852 21.14577 11.84000
H 9.17297 19.98682 12.55772
H 10.91473 19.64170 12.54473
C 22.21781 16.31358 15.33037
O 21.99527 17.53128 16.05388
P 22.86293 18.83139 15.64403
O 22.55862 20.01216 16.44019
O 24.37351 18.27052 15.76580
C 24.85263 18.12654 17.09123
O 22.76314 18.99953 14.06807
C 23.19924 20.14604 13.30655
H 21.96675 15.44394 15.95757
H 23.22846 16.22779 14.83476
H 21.47892 16.23548 14.54942
H 25.55297 17.32404 17.06302
H 24.03744 17.75449 17.73289
H 25.37675 18.99092 17.53883
H 23.78108 20.78506 13.99071
H 22.32117 20.68444 13.00868
H 23.78654 19.85747 12.43421
C 19.44832 10.16461 14.45184
O 18.76114 11.36685 14.91540
P 19.61778 12.64564 14.64068
O 19.93612 12.71101 13.20526
O 18.83464 13.73925 15.35280
C 17.74741 14.50336 14.71698
O 20.87669 12.57959 15.58201
C 22.15732 12.56939 14.97415
H 18.75709 9.29694 14.62251
H 20.38114 9.94857 15.02245
H 19.60074 10.20041 13.35827
H 17.75820 14.29961 13.66625
H 17.97531 15.57398 14.91522
H 16.80356 14.14976 15.10926
H 22.17625 11.93698 14.11590
H 22.85821 12.18997 15.72429
H 22.39902 13.57337 14.68368
C 14.62253 22.43720 16.78858
O 15.31209 23.40980 15.98162
P 15.74259 24.83279 16.54960
O 16.34724 24.90747 17.88873
O 14.41809 25.71056 16.34055
C 13.28735 25.66292 17.17645
O 16.75302 25.50739 15.51495
C 16.44831 25.31755 14.11943
H 14.74260 22.65231 17.83858
H 15.01232 21.46911 16.54435
H 13.54773 22.50071 16.62791
H 13.47371 26.17608 18.09308
H 12.88498 24.66362 17.31942
H 12.43141 26.20103 16.73909
H 17.19835 25.88364 13.63616
H 15.52368 25.86242 14.01434
H 16.38355 24.25042 13.92176
C 13.69660 21.09395 9.02767
O 13.60985 22.29366 9.79426
P 14.84698 22.83751 10.54603
O 14.64501 24.20583 10.99246
O 16.08829 22.61678 9.51932
C 16.99036 23.62577 9.12151
O 15.11294 21.66658 11.60845
C 16.22610 21.87810 12.52139
H 12.96110 21.04617 8.21524
H 13.59263 20.26672 9.74256
H 14.71942 21.00324 8.61891
H 18.04422 23.31607 9.25759
H 16.85641 24.60513 9.59634
H 16.77388 23.85746 8.08658
H 16.92140 22.72657 12.32639
H 16.95242 21.01284 12.49872
H 15.87553 21.92372 13.57257
C 15.03546 18.95541 13.53710
O 16.42708 19.12569 13.96426
P 16.84402 18.83818 15.49116
O 16.25985 19.76667 16.49212
O 16.33534 17.30607 15.70448
C 15.95830 16.74941 17.00289
O 18.44002 18.83718 15.46612
C 19.13996 18.06354 14.44221
H 14.64367 18.05278 13.93710
H 15.02511 18.87236 12.44876
H 14.42034 19.87081 13.74430
H 15.36160 15.85783 16.74896
H 15.37833 17.45924 17.56943
H 16.82542 16.53447 17.64454
H 19.80867 17.30200 14.81047
H 19.80323 18.75324 13.91391
H 18.48959 17.55582 13.77949
C 20.15592 18.41162 18.77091
O 19.56170 18.27885 20.03676
P 18.04471 18.82412 20.21709
O 17.08356 18.02923 19.41616
O 17.78112 18.72811 21.79206
C 18.55189 19.44984 22.78215
O 18.19153 20.39717 19.89597
C 17.05582 21.21875 19.71466
H 20.50944 19.47268 18.58475
H 19.39214 18.00841 18.09465
H 21.00587 17.74550 18.74720
H 18.11221 19.10832 23.73454
H 18.41171 20.48466 22.65206
H 19.56714 19.12787 22.70262
H 16.27396 21.00080 20.44340
H 16.65126 20.89965 18.74011
H 17.35943 22.25530 19.70516
O 14.85479 12.02726 16.09922
C 15.49305 11.96706 17.11722
O 16.63920 12.60264 17.36435
C 16.88795 12.49533 18.77860
C 16.00227 11.30012 19.19538
O 15.10136 11.14783 18.11401
H 17.94673 12.23961 18.95503
H 16.65300 13.48004 19.15301
H 15.48011 11.43081 20.13636
H 16.56863 10.36100 19.29648
O 19.49326 21.36549 13.11147
C 19.41445 21.58268 14.27773
O 20.28778 21.17868 15.22525
C 19.71811 21.38598 16.55858
C 18.70446 22.49330 16.28058
O 18.49000 22.41128 14.84750
H 19.21796 20.51429 16.87354
H 20.55737 21.60844 17.21005
H 19.07171 23.50508 16.46878
H 17.74534 22.40933 16.78299
O 17.95031 17.64285 11.47934
C 17.08556 16.84819 11.09968
O 16.87798 15.61561 11.59725
C 15.89441 14.98091 10.68070
C 15.29385 16.14578 9.94663
O 16.15856 17.18090 10.17454
H 16.33518 14.30359 9.96440
H 15.13005 14.42171 11.21625
H 14.24109 16.36330 10.25426
H 15.27796 15.85379 8.86582
```

## Properties
HOMO energy = -10.1 eV
electronic energy = -6362.0856 a.u.
LUMO = 0.2675 eV
gap between HOMO and LUMO = 10.3266 eV